Record 1
ORCA calculation (wB97M-V/def2-TZVPD) on an isolated ion of composition C8H11N4 and charge +1 at a distorted geometry.

```
! RIJCOSX wB97M-V def2-TZVPD def2/J DEFGRID3
* xyz 1 1
C 1.62878 1.49854 1.11859
N 1.00873 0.76079 0.01660
C 1.34253 1.42929 -1.25333
N 1.67860 -0.52765 -0.12098
C 0.74221 -1.44227 -0.15152
N 0.98998 -2.74848 -0.09982
C -0.57751 -0.89174 -0.17768
C -1.88442 -1.42749 -0.20723
C -2.88947 -0.54696 0.11543
C -2.57400 0.77268 0.49906
N -1.38412 1.30698 0.31881
C -0.42104 0.54366 -0.01689
H 2.39817 2.09563 0.75498
H 0.72025 1.99271 1.44416
H 1.89497 0.85067 2.01529
H 2.37946 1.39272 -1.40507
H 0.94826 0.96610 -2.08771
H 1.07410 2.49498 -1.20344
H 0.32506 -3.34279 -0.41060
H 1.92459 -3.01684 -0.00936
H -2.19742 -2.48650 -0.37444
H -3.85715 -1.01517 0.26702
H -3.27054 1.34114 0.96811
*
```

Its SMILES is C[N+]1(C)N=C(N)c2cccnc21. The largest force on an atom is 5.6 eV/A. Its HOMO energy is -13.57 eV. Its LUMO energy is -0.1465 Eh. For the energy, the calculation gives -530.16538 hartree. As for the energy relative to the best compared isomer or geometry (same formula, charge and spin): 148.7 kJ/mol.

---

Record 2
ORCA calculation (wB97M-V/def2-TZVPD) on a 2-piece molecular cluster, C8H11N4O2 overall at a distorted geometry.

```
! RIJCOSX wB97M-V def2-TZVPD def2/J DEFGRID3
* xyz 1 1
C -0.13012 -1.62404 -2.46211
C -1.52280 -1.42087 -2.31627
C 0.75547 -0.86336 -1.75159
C -1.95087 -0.34786 -1.53172
C 0.29086 0.08901 -0.83196
C -1.08396 0.47834 -0.77243
C 1.20586 0.98627 -0.00832
C -1.48049 1.35988 0.23271
N 1.40609 0.54967 1.37024
N -0.77797 2.15099 0.95483
N -0.20755 2.64282 1.88738
N 0.58564 -2.02827 1.79640
O 1.68389 2.00553 -0.38286
O 1.66154 1.58244 2.22769
H 0.12587 -2.36692 -3.16919
H -2.06555 -2.10803 -2.88621
H 1.71115 -1.08079 -2.07844
H -3.00013 -0.20296 -1.37289
H -2.47747 1.76021 0.19045
H -0.02566 -2.18775 2.55726
H 0.05546 3.64284 1.86325
H 1.07123 -0.36535 1.67549
H 0.37083 -2.40903 0.96360
H 1.38905 -2.45707 2.04714
H 2.40962 2.21428 1.79755
*
```

The largest force on an atom is 5.1 eV/A. Its HOMO energy is -12.86 eV. Its LUMO energy is -0.1735 Eh. For the energy, the calculation gives -680.51055 hartree. As for the energy relative to the best compared isomer or geometry (same formula, charge and spin): 587.1 kJ/mol.

---

Record 3
ORCA calculation (wB97M-V/def2-TZVPD) on an isolated ion of composition C8H11N4O2 and charge +1 at a distorted geometry.

```
! RIJCOSX wB97M-V def2-TZVPD def2/J DEFGRID3
* xyz 1 1
O -1.48252 2.49237 -2.31092
C -0.80123 1.38804 -2.02785
O -1.08219 0.81061 -0.75546
N -0.91474 0.28387 -2.98116
N 0.55679 -0.55779 -3.26006
C 1.22164 -0.99253 -2.19168
N 1.26506 -0.59795 -0.98471
N 1.68056 -0.08712 0.00912
C 1.10130 -0.24287 1.24956
C 0.17707 -1.22712 1.53315
C -0.25143 -1.32056 2.82117
C 0.19445 -0.34405 3.79934
C 1.35594 0.37039 3.55205
C 1.69108 0.52926 2.25238
H -2.42921 2.25875 -2.55483
H 0.36400 1.61215 -1.82202
H -1.88201 0.36389 -0.59376
H -1.02884 0.65461 -3.92924
H 0.16142 -1.12869 -3.97609
H 1.98315 -1.92332 -2.27105
H -0.12462 -1.91259 0.86190
H -1.02617 -2.11638 3.00731
H -0.12489 -0.27967 4.83329
H 1.80171 0.82726 4.33882
H 2.43914 1.19003 2.09152
*
```

Its SMILES is OC(O)N/[NH+]=C\N=N\c1ccccc1. The largest force on an atom is 5.3 eV/A. Its HOMO energy is -13.08 eV. Its LUMO energy is -0.1786 Eh. For the energy, the calculation gives -680.50043 hartree. As for the energy relative to the best compared isomer or geometry (same formula, charge and spin): 613.6 kJ/mol.

---

The highest largest force on an atom belongs to which entry?
C8H11N4